Below is C24H41GeN5NiS3Si3 as an isolated structure, with properties calculated with the ωB97M-V functional and the def2-TZVPD basis.

The calculation puts the total energy at -6861.07412 Eh. The energy relative to the best compared isomer or geometry (same formula, charge and spin) comes out at 39.14 kcal per mole. Its spin multiplicity is 2. As for the molar mass: 711.39 g mol⁻¹. For the gap between HOMO and LUMO (spin up / spin down), the calculation gives 4.9 / 4.7 eV. Its charge is +1.

Atoms and positions in Å:
Ni -0.970 0.422 -0.655
C -4.459 1.287 1.769
C -3.284 0.687 1.058
N -2.481 1.404 0.300
N -2.705 2.712 0.052
C -1.927 3.341 -0.851
N -2.095 4.671 -1.030
S -0.753 2.499 -1.704
C -2.946 -0.709 1.107
C -3.675 -1.670 1.828
C -3.359 -3.004 1.711
C -2.293 -3.377 0.890
C -1.580 -2.378 0.254
N -1.879 -1.089 0.345
H -5.263 1.520 1.070
H -4.174 2.207 2.284
H -4.856 0.613 2.518
H -3.450 3.215 0.527
H -2.945 5.125 -0.737
H -1.591 5.095 -1.791
H -4.497 -1.369 2.455
H -3.930 -3.749 2.245
H -2.026 -4.412 0.753
H -0.730 -2.621 -0.370
S 1.676 0.284 -2.676
C 0.337 -0.689 -3.025
N -0.811 -0.620 -2.405
C -1.758 -1.426 -2.978
C -3.104 -1.470 -2.623
C -3.951 -2.293 -3.332
C -3.472 -3.084 -4.375
C -2.140 -3.050 -4.746
C -1.292 -2.202 -4.055
S 0.391 -1.846 -4.347
H -3.456 -0.842 -1.818
H -5.003 -2.321 -3.093
H -4.159 -3.720 -4.911
H -1.770 -3.651 -5.561
C 0.565 -1.933 2.859
Si 0.950 -0.078 2.612
C -0.520 1.082 2.982
C 2.384 0.430 3.769
Ge 1.377 0.480 -0.217
Si 3.166 -1.390 -0.370
C 4.469 -0.911 -1.685
C 2.313 -3.045 -0.807
C 4.129 -1.572 1.273
Si 2.498 2.665 -0.110
C 1.346 3.972 0.699
C 3.036 3.252 -1.843
C 4.055 2.423 0.975
H 0.491 -2.137 3.925
H 1.348 -2.564 2.453
H -0.374 -2.225 2.403
H -1.327 0.558 3.484
H -0.913 1.494 2.056
H -0.208 1.907 3.618
H 2.098 0.192 4.791
H 2.582 1.496 3.729
H 3.309 -0.094 3.560
H 4.193 -1.264 -2.673
H 5.436 -1.337 -1.432
H 4.586 0.167 -1.755
H 1.751 -2.965 -1.733
H 1.635 -3.374 -0.024
H 3.060 -3.821 -0.944
H 4.544 -0.625 1.598
H 4.959 -2.249 1.099
H 3.537 -1.983 2.080
H 0.714 4.438 -0.050
H 1.921 4.757 1.180
H 0.698 3.527 1.450
H 2.254 3.078 -2.577
H 3.919 2.711 -2.175
H 3.272 4.312 -1.850
H 3.805 2.174 1.999
H 4.647 3.332 0.989
H 4.678 1.628 0.580

Below is a 2-piece molecular cluster, C3H9NO2 overall, with properties calculated with the ωB97M-V functional and the def2-TZVPD basis.

As for the SMILES: CN(C)C=O.O. The calculation puts the total energy at -324.90750 Eh. The energy relative to the best compared isomer or geometry (same formula, charge and spin) comes out at 40.86 kcal per mole. As for the molar mass: 91.11 g mol⁻¹. For the gap between HOMO and LUMO, the calculation gives 10.1 eV. Its charge is 0.

Atoms and positions in Å:
C 0.933 -1.416 1.284
N 0.069 -0.514 0.479
C -0.847 -1.003 -0.560
C -0.481 0.464 1.289
O 0.126 1.106 2.118
H 1.744 -1.892 0.711
H 0.424 -2.345 1.629
H 1.230 -0.791 2.133
H -1.134 -0.219 -1.251
H -1.737 -1.456 -0.086
H -0.261 -1.812 -0.983
H -1.576 0.545 1.272
O 0.646 2.756 -2.640
H -0.143 3.097 -2.231
H 1.006 3.480 -3.161

Below is a 10-piece molecular cluster, C53H121N9O10 overall, with properties calculated with the ωB97M-V functional and the def2-TZVPD basis.

As for the SMILES: CC1(C)CCCC(C)(C)N1O.CC1(C)CCCC(C)(C)N1O.CC1(C)CCCC(C)(C)N1O.CC1(C)CCCC(C)(C)N1O.CC1(C)CCCC(C)(C)N1O.NC(N)=O.NC(N)=O.CCO.CCO.CCO. The calculation puts the total energy at -3336.97856 Eh. As for the molar mass: 1044.60 g mol⁻¹. For the gap between HOMO and LUMO, the calculation gives 8.7 eV. Its charge is 0.

Atoms and positions in Å:
C -3.706 -4.784 -2.718
C -3.268 -3.285 -2.834
C -1.743 -3.348 -3.001
C -3.911 -2.546 -3.979
C -5.367 -2.319 -3.779
C -5.687 -1.547 -2.554
C -5.087 -2.167 -1.310
C -5.030 -1.183 -0.168
C -5.846 -3.355 -0.783
N -3.601 -2.455 -1.714
O -3.040 -2.971 -0.547
H -3.467 -5.099 -1.704
H -4.747 -4.949 -3.051
H -3.044 -5.345 -3.380
H -1.347 -2.313 -2.994
H -1.259 -3.783 -2.177
H -1.469 -3.792 -3.986
H -3.351 -1.568 -4.072
H -3.693 -3.025 -4.946
H -5.806 -1.862 -4.716
H -5.913 -3.254 -3.693
H -6.781 -1.470 -2.441
H -5.231 -0.549 -2.578
H -4.485 -1.557 0.694
H -6.116 -1.031 0.016
H -4.571 -0.316 -0.555
H -6.784 -2.971 -0.385
H -5.244 -3.741 0.079
H -6.177 -4.004 -1.577
H -2.180 -2.622 -0.452
C -2.752 0.196 5.921
C -2.501 -0.681 4.655
C -3.876 -1.243 4.262
C -2.011 0.214 3.549
C -1.629 -0.659 2.329
C -0.589 -1.730 2.705
C -1.025 -2.581 3.885
C -2.125 -3.605 3.573
C 0.225 -3.370 4.377
N -1.476 -1.661 4.920
O -1.814 -2.416 6.060
H -3.182 -0.419 6.717
H -1.841 0.579 6.319
H -3.429 1.047 5.709
H -4.644 -0.559 4.493
H -3.926 -1.417 3.213
H -4.246 -2.060 4.847
H -2.836 0.836 3.259
H -1.163 0.833 3.969
H -2.492 -1.061 1.857
H -1.240 0.021 1.571
H 0.377 -1.166 2.998
H -0.420 -2.345 1.772
H -2.681 -3.955 4.430
H -1.775 -4.507 3.030
H -2.777 -3.227 2.754
H 0.841 -2.674 4.923
H 0.703 -3.737 3.515
H -0.025 -4.222 4.984
H -1.160 -2.109 6.702
C -7.064 5.080 -5.739
C -5.814 4.322 -6.054
C -5.934 3.596 -7.402
C -4.651 5.312 -6.173
C -3.276 4.612 -6.062
C -3.235 3.860 -4.743
C -4.314 2.762 -4.659
C -4.054 1.592 -5.574
C -4.354 2.247 -3.217
N -5.617 3.380 -4.892
O -6.681 2.425 -4.961
H -6.915 5.632 -4.791
H -7.336 5.905 -6.343
H -8.011 4.454 -5.534
H -6.718 4.064 -8.065
H -4.979 3.518 -7.886
H -6.216 2.575 -7.240
H -4.670 5.982 -7.036
H -4.731 5.886 -5.255
H -3.031 3.924 -6.890
H -2.585 5.428 -6.012
H -3.433 4.563 -3.993
H -2.251 3.480 -4.531
H -3.568 1.909 -6.485
H -5.038 1.087 -5.776
H -3.481 0.822 -5.055
H -3.429 1.721 -3.028
H -5.141 1.539 -3.028
H -4.466 3.027 -2.413
H -7.097 2.641 -4.100
C 5.944 -5.727 1.094
C 4.895 -4.677 1.575
C 3.595 -5.509 1.715
C 5.315 -4.120 2.902
C 4.555 -2.862 3.320
C 4.838 -1.899 2.174
C 4.317 -2.296 0.807
C 2.776 -2.217 0.753
C 4.911 -1.333 -0.184
N 4.853 -3.603 0.516
O 4.162 -4.106 -0.623
H 6.941 -5.356 0.994
H 5.975 -6.556 1.764
H 5.578 -6.036 0.172
H 2.732 -4.935 2.083
H 3.468 -6.075 0.812
H 3.914 -6.198 2.503
H 5.110 -4.932 3.627
H 6.375 -3.988 2.896
H 3.497 -3.103 3.386
H 4.885 -2.503 4.299
H 5.911 -1.761 2.066
H 4.445 -0.880 2.366
H 2.360 -1.345 1.237
H 2.334 -3.092 1.289
H 2.397 -2.187 -0.332
H 6.027 -1.293 -0.145
H 4.451 -0.381 -0.069
H 4.722 -1.670 -1.247
H 4.861 -4.264 -1.295
C 3.523 0.693 5.249
C 2.964 1.830 4.423
C 2.295 1.238 3.123
C 1.952 2.657 5.201
C 1.766 4.038 4.589
C 3.067 4.773 4.346
C 4.030 3.975 3.481
C 3.664 3.966 2.044
C 5.404 4.696 3.542
N 4.209 2.677 4.218
O 5.185 1.928 3.556
H 3.834 0.958 6.300
H 2.775 -0.116 5.252
H 4.338 0.342 4.632
H 1.661 2.051 2.640
H 3.151 0.972 2.434
H 1.598 0.439 3.566
H 0.957 2.153 5.137
H 2.125 2.851 6.264
H 1.199 3.945 3.690
H 1.234 4.452 5.385
H 3.567 4.910 5.339
H 2.882 5.774 3.953
H 2.621 3.640 1.875
H 4.276 3.234 1.489
H 3.769 4.892 1.564
H 5.369 5.670 3.049
H 6.072 4.086 2.948
H 5.750 4.678 4.591
H 5.946 1.811 4.174
N 1.267 2.367 -4.402
C 0.239 1.680 -3.762
N 0.207 0.348 -3.989
O -0.665 2.275 -3.098
H 1.910 1.881 -4.939
H 1.368 3.331 -4.138
H -0.205 -0.256 -3.336
H 1.098 -0.041 -4.347
N -1.637 -0.168 -1.293
C -0.624 -0.765 -0.676
N 0.504 -0.025 -0.398
O -0.582 -1.981 -0.421
H -1.433 0.836 -1.496
H -2.482 -0.644 -1.452
H 1.154 -0.461 0.283
H 0.440 1.020 -0.387
C -1.584 3.633 1.137
C -0.527 4.117 0.175
O -0.027 2.924 -0.462
H -2.500 3.317 0.567
H -1.904 4.379 1.887
H -1.152 2.751 1.597
H 0.289 4.663 0.682
H -1.011 4.778 -0.526
H -0.227 2.907 -1.428
C 8.052 2.743 1.168
C 9.369 3.592 1.265
O 10.226 3.116 0.179
H 7.241 3.181 1.773
H 8.203 1.750 1.487
H 7.657 2.745 0.116
H 9.891 3.376 2.180
H 9.213 4.631 1.146
H 10.183 2.174 0.151
C 3.249 -3.843 -3.705
C 1.955 -3.522 -3.018
O 1.891 -2.112 -2.851
H 3.528 -4.913 -3.762
H 4.037 -3.373 -3.133
H 3.338 -3.365 -4.724
H 1.877 -4.014 -1.988
H 1.111 -3.863 -3.539
H 1.262 -1.939 -2.089

Below is C34H32AsCuF3N4O2S2Sb as an isolated structure, with properties calculated with the ωB97M-V functional and the def2-TZVPD basis.

The calculation puts the total energy at -6896.78060 Eh. The energy relative to the best compared isomer or geometry (same formula, charge and spin) comes out at 1.57 kcal per mole. Its spin multiplicity is 2. As for the molar mass: 910.01 g mol⁻¹. For the gap between HOMO and LUMO (spin up / spin down), the calculation gives 7.5 / 7.2 eV. Its charge is -1.

Atoms and positions in Å:
Cu -0.818 0.184 0.392
S 1.242 -0.016 1.376
C 0.575 0.989 2.612
S -1.042 1.496 2.257
C 1.248 1.315 3.771
C 0.640 2.103 4.789
N 0.157 2.736 5.623
C 2.588 0.882 3.982
N 3.675 0.534 4.145
O -2.474 0.624 -0.665
N -2.606 -0.030 -1.749
N -1.617 -0.784 -2.024
O -0.557 -0.882 -1.254
C -1.632 -1.541 -3.238
C -2.628 -1.345 -4.185
C -2.593 -2.087 -5.353
C -1.577 -3.008 -5.576
C -0.593 -3.191 -4.616
C -0.613 -2.459 -3.439
H -3.404 -0.615 -4.008
H -3.360 -1.933 -6.101
H -1.553 -3.578 -6.496
H 0.204 -3.905 -4.782
H 0.147 -2.574 -2.680
C -1.305 -4.803 1.307
C -2.454 -3.924 1.784
As -1.882 -2.053 2.041
C -3.494 -1.380 2.942
C -4.535 -0.936 1.919
C -0.691 -2.273 3.589
C -1.228 -3.090 4.755
H -1.637 -5.821 1.090
H -0.517 -4.867 2.061
H -0.852 -4.398 0.399
H -2.887 -4.306 2.711
H -3.252 -3.900 1.039
H -3.175 -0.534 3.555
H -3.894 -2.149 3.607
H -4.136 -0.155 1.271
H -5.432 -0.548 2.406
H -4.843 -1.766 1.277
H -0.451 -1.255 3.907
H 0.241 -2.691 3.206
H -2.138 -2.650 5.168
H -0.494 -3.138 5.562
H -1.458 -4.116 4.463
F 7.012 -0.575 -6.397
C 6.020 -0.402 -5.493
C 5.260 0.750 -5.556
C 4.239 0.915 -4.632
C 3.973 -0.049 -3.660
C 4.771 -1.189 -3.634
C 5.802 -1.380 -4.548
Sb 2.402 0.131 -2.187
C 0.938 0.823 -3.590
C -0.086 1.665 -3.160
C -1.126 2.026 -4.006
C -1.123 1.528 -5.292
F -2.146 1.853 -6.119
C -0.132 0.692 -5.762
C 0.894 0.338 -4.895
C 2.966 2.087 -1.515
C 2.815 3.234 -2.290
C 3.236 4.473 -1.828
C 3.810 4.543 -0.574
F 4.220 5.749 -0.119
C 3.974 3.436 0.230
C 3.545 2.206 -0.252
H 5.473 1.493 -6.313
H 3.640 1.817 -4.678
H 4.592 -1.956 -2.887
H 6.425 -2.264 -4.533
H -0.093 2.041 -2.142
H -1.934 2.664 -3.672
H -0.180 0.313 -6.774
H 1.666 -0.333 -5.253
H 2.347 3.176 -3.266
H 3.118 5.373 -2.417
H 4.411 3.537 1.214
H 3.647 1.337 0.386